Here is a structure of composition C34H56CrO16 at a distorted geometry from the OMol25 dataset. Energies are from ωB97M-V with the def2-TZVPD basis set.

Geometry as ORCA input:
```
! RIJCOSX wB97M-V def2-TZVPD def2/J DEFGRID3
* xyz 0 5
Cr -8.13894 24.40132 -5.43400
C -3.58231 24.29665 -5.05801
C -4.78734 24.95593 -4.52723
C -4.78628 26.52446 -4.55835
O -5.98012 24.45130 -5.09387
H -2.72008 24.76349 -4.58187
H -3.53420 24.58333 -6.10854
H -3.50554 23.20956 -5.03689
H -4.78547 24.58066 -3.50388
H -5.01017 26.88124 -5.56368
H -3.85543 26.78298 -4.05357
H -5.56399 26.91587 -3.90256
C -9.97282 28.31928 -6.61566
C -8.60654 27.61578 -6.75173
C -7.46994 28.52109 -6.18773
O -8.51745 26.31879 -6.33011
H -9.99246 29.35376 -6.95855
H -10.00107 28.36713 -5.52708
H -10.80438 27.68759 -6.92803
H -8.72810 27.48747 -7.82730
H -7.23460 28.36577 -5.13484
H -7.57621 29.59456 -6.34417
H -6.52656 28.20213 -6.63089
O -8.29673 22.46884 -3.96556
C -7.20876 21.96776 -3.57173
O -6.66185 20.98615 -4.31753
C -5.59704 20.34824 -3.62051
C -5.76120 20.79508 -2.18156
C -6.48725 22.13743 -2.25451
H -4.68246 20.70690 -4.09275
H -5.70791 19.26711 -3.70398
H -4.90492 20.90296 -1.51579
H -6.37524 20.01307 -1.73488
H -5.73241 22.89879 -2.45109
H -7.01716 22.46598 -1.36044
O -2.71383 25.52251 -10.91347
C -3.62940 25.98641 -10.21696
O -4.46707 25.24660 -9.54712
C -5.13710 25.99091 -8.54382
C -4.68424 27.45769 -8.69998
C -3.79985 27.51476 -9.86142
H -4.70311 25.79675 -7.56297
H -6.20959 25.94111 -8.73195
H -4.18777 27.86807 -7.82066
H -5.38416 28.28927 -8.78166
H -2.85181 28.02698 -9.69729
H -4.26204 27.86078 -10.78595
O -8.61591 25.04299 -3.42846
C -8.75830 26.15869 -2.78789
O -9.73638 27.02244 -2.87851
C -9.37195 28.33398 -2.47197
C -8.03612 28.24293 -1.83969
C -7.77898 26.74359 -1.80934
H -10.07067 28.67740 -1.70911
H -9.38573 28.94561 -3.37409
H -8.04778 28.63487 -0.82265
H -7.35466 28.78921 -2.49181
H -7.84626 26.39549 -0.77861
H -6.74504 26.59239 -2.11949
O -14.13401 29.46533 -2.12165
C -13.78303 28.33364 -2.52490
O -13.57521 28.11468 -3.86690
C -12.97538 26.90057 -4.18829
C -13.19630 26.06790 -2.82404
C -13.24031 27.15943 -1.74719
H -11.93448 27.06524 -4.46671
H -13.36536 26.29493 -5.00633
H -12.28151 25.48354 -2.72522
H -14.17673 25.59746 -2.89849
H -12.20441 27.43162 -1.54493
H -13.88053 27.00682 -0.87833
O -10.27734 24.12103 -5.35061
C -11.10512 23.17934 -5.65625
O -12.06083 23.39351 -6.45028
C -13.02012 22.32345 -6.49219
C -12.26785 21.12512 -5.92877
C -11.24461 21.82158 -5.01508
H -13.32984 22.14506 -7.52193
H -13.89043 22.52804 -5.86865
H -11.63765 20.70040 -6.71014
H -12.72809 20.40001 -5.25759
H -10.40478 21.18863 -4.72847
H -11.74447 22.05762 -4.07565
O -11.55570 27.57867 -12.69726
C -11.07589 26.92299 -11.83351
O -11.04790 27.22460 -10.54692
C -10.55916 26.13071 -9.77130
C -10.84045 24.98201 -10.68411
C -10.54249 25.55446 -12.06307
H -11.12705 26.09816 -8.84149
H -9.52657 26.02824 -9.43758
H -11.87245 24.66372 -10.53654
H -10.29415 24.05034 -10.53697
H -11.13091 25.16831 -12.89539
H -9.51416 25.43272 -12.40339
O -8.18620 22.73013 -6.86648
C -7.68040 22.30573 -7.94002
O -8.06391 22.65752 -9.22623
C -7.13388 22.11961 -10.17244
C -5.81751 21.77194 -9.39225
C -6.41391 21.40805 -8.08859
H -6.93513 22.92827 -10.87577
H -7.56495 21.15767 -10.44986
H -5.19252 22.65786 -9.27990
H -5.23115 20.95387 -9.81063
H -5.65155 21.49680 -7.31463
H -6.77618 20.40739 -8.32427
*
```

Summary:
* maximum force: 7.00 eV/Å
* LUMO level (spin up / spin down): 0.0014 / 0.0013 Eh
* Kohn-Sham gap (spin up / spin down): 6.6 / 6.9 eV
* E_tot: -3577.31821 a.u.
* HOMO energy (spin up / spin down): -6.6009 / -6.8903 eV


Here is a structure of composition C34H56N3OP2Sn at a distorted geometry from the OMol25 dataset. Energies are from ωB97M-V with the def2-TZVPD basis set.

Geometry as ORCA input:
```
! RIJCOSX wB97M-V def2-TZVPD def2/J DEFGRID3
* xyz 3 1
C 2.58357 -1.33162 -1.09342
C 1.47562 0.51215 -2.04468
C 3.45674 -1.40265 -2.18067
C 2.25574 0.42681 -3.19843
C 3.27577 -0.52487 -3.24657
H 4.22949 -2.16658 -2.17646
H 2.05009 1.10349 -4.02846
H 3.91365 -0.58430 -4.12426
N 1.70888 -0.31641 -1.00622
P 0.91543 -2.59014 0.82619
P 0.20074 2.35097 -0.21366
C 2.57032 -2.38461 0.01242
H 2.86372 -3.36029 -0.40989
H 3.32598 -2.13677 0.78021
C 0.31152 1.45187 -1.88377
H 0.31703 2.24326 -2.64669
C -1.40896 3.36070 -0.18363
C 1.72957 3.45571 -0.03818
C -0.11377 -3.67265 -0.34324
C 1.16272 -3.36422 2.53703
C -2.52376 2.52896 0.47678
H -2.32417 2.35379 1.54048
H -3.46837 3.08929 0.39105
H -2.66515 1.55308 -0.00127
C -1.23863 4.64458 0.64093
H -0.94277 4.42557 1.67527
H -0.52276 5.34268 0.19098
H -2.21256 5.15590 0.67639
C -1.82901 3.70125 -1.61891
H -2.71629 4.35121 -1.57127
H -1.05370 4.24622 -2.17570
H -2.11192 2.79736 -2.17461
C 1.74487 3.98968 1.42085
H 1.28606 3.28279 2.12748
H 2.78602 4.14574 1.73886
H 1.22849 4.95426 1.50732
C 2.99695 2.60495 -0.25782
H 3.01429 1.72898 0.40592
H 3.09496 2.27762 -1.30072
H 3.87316 3.22787 -0.01661
C 1.66290 4.58423 -1.08963
H 0.99077 4.36192 -1.93277
H 1.35830 5.53775 -0.63763
H 2.66610 4.74128 -1.51590
C -0.22005 -3.61947 3.16227
H -0.07503 -4.05611 4.16198
H -0.78814 -2.68592 3.28279
H -0.82404 -4.32947 2.58058
C 1.93394 -2.37149 3.42659
H 2.92580 -2.13572 3.01778
H 1.38159 -1.43974 3.59394
H 2.08438 -2.84984 4.40766
C 1.98026 -4.66627 2.44525
H 2.83589 -4.57066 1.76162
H 2.37593 -4.89053 3.44731
H 1.37579 -5.52910 2.14332
C 0.20512 -3.29490 -1.79731
H 1.23844 -3.53674 -2.07816
H -0.46046 -3.86281 -2.46643
H 0.02549 -2.22578 -1.97426
C -1.60605 -3.38508 -0.06554
H -1.92077 -2.44757 -0.55099
H -2.20569 -4.21615 -0.47188
H -1.83634 -3.30535 1.00782
C 0.20891 -5.16340 -0.14135
H 1.28484 -5.36868 -0.24170
H -0.15161 -5.54805 0.82179
H -0.30599 -5.73635 -0.92737
Sn 0.12401 -0.06690 0.69191
C 2.24679 0.83616 2.39849
O 2.93183 1.08977 3.27589
N -1.32225 -0.19246 -0.93887
C -1.04880 0.46238 -1.96345
C -1.83356 0.34219 -3.34138
C -1.38022 1.38155 -4.35586
C -1.51979 -1.03343 -3.92350
C -3.34196 0.47261 -3.05315
H -1.54256 2.40779 -4.01023
H -0.31754 1.25494 -4.59337
H -1.94984 1.25807 -5.28667
H -1.80781 -1.83520 -3.23440
H -2.05823 -1.19878 -4.86600
H -0.44664 -1.12588 -4.13441
H -3.83281 1.16971 -3.74444
H -3.84479 -0.49646 -3.14619
H -3.52664 0.82872 -2.03463
C -2.95792 0.64258 4.94799
C -1.77306 1.36087 4.77033
C -0.97635 1.09370 3.65582
N -1.33564 0.18533 2.72526
C -2.49500 -0.49079 2.87593
C -3.31541 -0.30309 3.98806
H -3.59012 0.82532 5.81463
H -1.44556 2.12632 5.46476
H -0.02748 1.62111 3.49849
H -2.77298 -1.17974 2.07199
H -4.21950 -0.89802 4.06426
*
```

Summary:
* maximum force: 3.18 eV/Å
* relative energy (zero: lowest compared OMol25 entry of this formula, charge and spin): 0.0 kJ/mol
* LUMO level: -0.3726 Eh
* Kohn-Sham gap: 6.5 eV
* E_tot: -2464.74622 a.u.
* HOMO energy: -16.6763 eV


Here is a structure of composition C34H56N3OP2V at a distorted geometry from the OMol25 dataset. Energies are from ωB97M-V with the def2-TZVPD basis set.

Geometry as ORCA input:
```
! RIJCOSX wB97M-V def2-TZVPD def2/J DEFGRID3
* xyz 3 2
C -2.06035 1.68260 -2.06634
C -1.50288 -0.56536 -2.24481
C -3.15167 1.49228 -2.90422
C -2.75846 -0.86139 -2.82918
C -3.56722 0.18987 -3.21639
H -3.65776 2.37659 -3.28530
H -3.01490 -1.90174 -3.01074
H -4.50383 0.02541 -3.75630
N -1.33256 0.65048 -1.62220
P -0.52087 3.11074 -0.25946
P 0.16732 -3.27831 -0.52322
C -1.49317 3.06470 -1.83174
H -0.82083 3.30071 -2.67642
H -2.29216 3.82134 -1.85411
C -0.36229 -1.34335 -2.53196
H -0.53630 -2.26871 -3.08208
C 0.99739 -4.61411 -1.54540
C -0.05746 -3.67971 1.23416
C 1.05191 4.13535 -0.56040
C -1.82755 3.89774 0.84693
C 2.48634 -4.25336 -1.46090
H 2.87979 -4.31535 -0.43946
H 3.06359 -4.94002 -2.09352
H 2.66896 -3.23072 -1.81738
C 0.64226 -6.02221 -1.05176
H 0.97856 -6.26693 -0.04160
H -0.44460 -6.17930 -1.11759
H 1.13417 -6.71820 -1.74587
C 0.54767 -4.64120 -3.01873
H 1.10973 -5.43212 -3.52928
H -0.52109 -4.90338 -3.09686
H 0.72401 -3.71608 -3.57519
C 1.22910 -4.27804 1.80595
H 2.02722 -3.51798 1.83098
H 0.99621 -4.58732 2.83340
H 1.60317 -5.14989 1.26185
C -0.37805 -2.42938 2.05785
H 0.42452 -1.68200 1.99668
H -1.32224 -1.96120 1.76251
H -0.47642 -2.75123 3.10434
C -1.30151 -4.57586 1.26018
H -1.15804 -5.53796 0.76284
H -1.55154 -4.75175 2.31147
H -2.14745 -4.06209 0.78076
C -1.30811 3.90301 2.28972
H -2.04522 4.44692 2.90119
H -1.22309 2.88190 2.68855
H -0.33826 4.41394 2.38539
C -3.14275 3.09462 0.79725
H -3.57347 3.04654 -0.21063
H -3.03691 2.08108 1.19077
H -3.86481 3.62098 1.43953
C -2.16850 5.32827 0.39307
H -3.09397 5.63284 0.90293
H -1.40451 6.05683 0.67344
H -2.35421 5.41516 -0.68443
C 1.54840 3.89629 -1.99857
H 0.90584 4.38630 -2.74786
H 2.55423 4.33488 -2.09902
H 1.63294 2.82505 -2.24231
C 2.13768 3.69275 0.43747
H 2.42536 2.63884 0.29961
H 3.02531 4.32616 0.26726
H 1.80449 3.83091 1.47778
C 0.81250 5.63616 -0.37100
H 0.03775 6.02738 -1.04334
H 0.56801 5.88118 0.66975
H 1.74964 6.16156 -0.61047
V 0.23831 0.89730 -0.16058
C -0.94961 0.58280 1.17820
O -1.68444 0.38932 2.09226
N 1.21833 -0.08796 -1.34707
C 0.90252 -0.79437 -2.39720
C 1.83264 -0.66245 -3.64131
C 1.59327 -1.74361 -4.68443
C 1.35426 0.66038 -4.25580
C 3.30987 -0.67718 -3.20837
H 2.04803 -2.70358 -4.40333
H 0.51672 -1.86454 -4.88054
H 2.04259 -1.44166 -5.63215
H 1.46559 1.48698 -3.53968
H 1.87925 0.88725 -5.19465
H 0.27953 0.55682 -4.47157
H 3.94279 -0.24034 -3.99599
H 3.45118 -0.12617 -2.26640
H 3.65254 -1.71453 -3.05296
C 3.68996 -0.12052 3.35848
C 2.62927 0.74416 3.61632
C 1.67438 0.99393 2.62567
N 1.74884 0.43753 1.38770
C 2.77742 -0.42671 1.14291
C 3.75498 -0.71968 2.09974
H 4.44048 -0.30814 4.12354
H 2.49777 1.24366 4.57477
H 0.82928 1.66564 2.79915
H 2.81928 -0.88703 0.15310
H 4.55958 -1.40783 1.84430
*
```

Summary:
* maximum force: 8.99 eV/Å
* relative energy (zero: lowest compared OMol25 entry of this formula, charge and spin): 79.9 kJ/mol
* LUMO level (spin up / spin down): -0.4084 / -0.4078 Eh
* Kohn-Sham gap (spin up / spin down): 4.9 / 4.8 eV
* E_tot: -3194.27678 a.u.
* HOMO energy (spin up / spin down): -16.0494 / -15.9281 eV


Here is a structure of composition C34H57Cl2GeN4OPPd at a distorted geometry from the OMol25 dataset. Energies are from ωB97M-V with the def2-TZVPD basis set.

Geometry as ORCA input:
```
! RIJCOSX wB97M-V def2-TZVPD def2/J DEFGRID3
* xyz 2 1
Pd -0.12871 -1.92103 1.10059
C -0.66449 3.14503 3.29283
C 0.26222 2.44837 2.53324
C 0.10287 1.08712 2.32664
C -0.96613 0.43059 2.90845
C -1.91386 1.12110 3.65904
C -1.75696 2.48169 3.84652
N -1.04428 -1.01141 2.72784
N -1.80422 -1.57690 3.51846
C -1.96647 -3.01136 3.47618
C -2.77889 -3.52401 4.46268
C -2.94798 -4.90608 4.51868
C -2.29341 -5.68669 3.59054
C -1.49856 -5.06074 2.62759
N -1.34915 -3.74585 2.56653
H -0.54374 4.20954 3.44895
H 1.11361 2.96493 2.10732
H 0.81107 0.52603 1.73182
H -2.75516 0.59256 4.08446
H -2.48487 3.02838 4.43072
H -3.25092 -2.84917 5.16491
H -3.57565 -5.35441 5.27745
H -2.39111 -6.76409 3.59609
H -0.98183 -5.64544 1.87458
O -0.35446 -0.19419 -0.71145
P -0.04599 1.05570 -1.52459
C -0.17219 0.68550 -3.29176
C 0.55434 -0.61945 -3.66145
C 0.70511 -0.71750 -5.18940
C -0.49834 -0.09478 -5.91838
C -1.75922 -0.23415 -5.07237
C -1.64224 0.56663 -3.75825
C -1.15414 2.40885 -1.07274
C -2.61498 1.97285 -0.85577
C -3.36494 3.07058 -0.08849
C -2.94803 4.48656 -0.54553
C -2.37254 4.46068 -1.96061
C -1.07192 3.64549 -2.00801
C 1.62440 1.68145 -1.14306
C 2.61145 0.54755 -0.79026
C 4.02367 1.12076 -0.69376
C 4.51401 1.55418 -2.08858
C 3.34972 1.97798 -3.00161
C 2.23273 2.64768 -2.20380
H 0.31896 1.50324 -3.82701
H -0.04404 -1.45861 -3.28664
H 1.53818 -0.68963 -3.19618
H 0.81342 -1.76502 -5.47542
H 1.62478 -0.21298 -5.49173
H -0.63374 -0.57314 -6.88747
H -0.31601 0.96371 -6.12132
H -1.92397 -1.29475 -4.85640
H -2.63463 0.10657 -5.62453
H -2.23337 0.07413 -2.98111
H -2.06297 1.56342 -3.89685
H -0.76805 2.68534 -0.08408
H -2.65562 1.03089 -0.30694
H -3.09549 1.80735 -1.81948
H -3.17085 2.95615 0.98054
H -4.43762 2.93239 -0.23014
H -2.19504 4.89991 0.13380
H -3.80352 5.15885 -0.49922
H -2.17324 5.47233 -2.31325
H -3.11016 4.03089 -2.64428
H -0.23926 4.28049 -1.69759
H -0.87042 3.34831 -3.04057
H 1.45474 2.25078 -0.22195
H 2.60811 -0.22440 -1.56539
H 2.30054 0.06282 0.13814
H 4.71311 0.39246 -0.26295
H 4.00858 1.97924 -0.01419
H 5.06207 0.73489 -2.55772
H 5.21964 2.37975 -1.98709
H 2.94715 1.11078 -3.53587
H 3.71444 2.66274 -3.76677
H 1.46599 3.03048 -2.87531
H 2.64046 3.52489 -1.69612
N 0.77757 -2.69575 -0.59981
H 1.77737 -2.85274 -0.55166
H 0.59865 -1.92787 -1.25469
H 0.32703 -3.54403 -0.93597
Cl -1.86100 -4.56852 -1.43079
C -2.81927 -3.08833 -1.46542
Cl -2.56191 -2.05699 -0.03150
H -3.86697 -3.35863 -1.46169
H -2.54865 -2.50862 -2.33872
C 1.27710 -2.16624 5.19986
Ge 2.43445 -1.88206 3.66725
C 3.08730 -0.06602 3.56933
C 3.93441 -3.11351 3.65618
C 1.35589 -2.49814 2.09591
H 1.92454 -2.04492 6.06913
H 0.84817 -3.16750 5.21412
H 0.48035 -1.42347 5.23830
H 3.88178 0.00158 4.31449
H 2.32028 0.66519 3.81440
H 3.51373 0.16382 2.59165
H 4.61443 -2.83660 4.46354
H 4.48649 -3.05798 2.71677
H 3.60718 -4.14133 3.82001
H 1.53910 -3.55615 1.85814
*
```

Summary:
* maximum force: 1.41 eV/Å
* relative energy (zero: lowest compared OMol25 entry of this formula, charge and spin): 98.2 kJ/mol
* LUMO level (spin up / spin down): -0.2729 / -0.2729 Eh
* Kohn-Sham gap (spin up / spin down): 6.9 / 6.9 eV
* E_tot: -5090.01957 a.u.
* HOMO energy (spin up / spin down): -14.2981 / -14.2982 eV


What is the E_tot in the third record? -3194.27678 a.u.


The highest E_tot belongs to which entry? C34H56N3OP2Sn


What is the E_tot in the third record? -3194.27678 a.u.